Density functional theory data (the ωB97M-V functional and the def2-TZVPD basis) for a cluster of 2 separate species, C5H9NO in total in a non-equilibrium geometry.

Values from the calculation:
LUMO energy, eV: 0.74
2S+1: 1
Energy above the lowest of the compared OMol25 structures with the same formula, charge and spin, kcal/mol: 73.9
SMILES string: C=COC.CC#N
HOMO level, eV: -9.632
Orbital gap, eV: 10.37

CARTESIAN COORDINATES (ANGSTROEM)
C1 1.796 -1.323 1.013
C2 0.916 -1.288 0.018
O1 0.529 -0.202 -0.895
C3 1.357 0.980 -0.873
H1 2.369 -0.398 1.244
H2 1.839 -2.247 1.660
H3 0.293 -2.269 -0.157
H4 1.149 1.496 0.086
H5 0.885 1.548 -1.612
H6 2.438 0.916 -1.025
C4 -2.042 0.857 0.218
C5 -2.589 -0.385 -0.109
N1 -3.211 -1.330 -0.361
H7 -2.763 1.710 -0.064
H8 -1.183 0.900 -0.394
H9 -1.783 1.036 1.251

=====

Density functional theory data (the ωB97M-V functional and the def2-TZVPD basis) for a cluster of 2 separate species, C7H14O3 in total in a non-equilibrium geometry.

Values from the calculation:
LUMO energy, eV: 0.71
2S+1: 1
Energy above the lowest of the compared OMol25 structures with the same formula, charge and spin, kcal/mol: 71.5
SMILES string: C=C(C)CO.COC(C)=O
HOMO level, eV: -8.954
Orbital gap, eV: 9.67

CARTESIAN COORDINATES (ANGSTROEM)
C1 -1.630 0.514 -1.053
C2 -0.444 -0.070 -1.344
C3 -0.385 -0.903 -2.601
C4 0.965 0.761 -1.192
O1 2.132 -0.030 -1.027
H1 -1.849 1.003 -0.115
H2 -2.484 0.452 -1.718
H3 0.390 -0.576 -3.300
H4 -0.162 -1.953 -2.396
H5 -1.283 -0.822 -3.219
H6 0.884 1.547 -0.443
H7 1.110 1.285 -2.140
H8 1.998 -0.964 -0.806
C5 -0.762 -1.630 1.538
O2 0.073 -0.521 1.152
C6 -0.111 0.682 1.929
C7 1.160 1.363 2.312
O3 -1.203 1.014 2.326
H9 -1.076 -2.160 0.638
H10 -0.148 -2.306 2.137
H11 -1.658 -1.352 2.096
H12 1.770 1.597 1.441
H13 1.770 0.754 2.985
H14 0.943 2.315 2.799

=====

Density functional theory data (the ωB97M-V functional and the def2-TZVPD basis) for a cluster of 15 separate species, C25H28Cl42O3 in total.

Values from the calculation:
LUMO energy, eV: -1.40
2S+1: 1
HOMO level, eV: -9.788
Orbital gap, eV: 8.39

CARTESIAN COORDINATES (ANGSTROEM)
C1 5.829 0.361 1.053
O1 5.333 1.685 1.022
C2 3.914 1.763 1.071
C3 3.548 3.077 1.744
C4 2.104 3.582 1.585
C5 1.407 3.316 0.224
C6 0.526 2.098 0.292
C7 0.743 0.917 -0.301
C8 -0.253 -0.174 -0.186
O2 -0.333 -1.076 -0.994
C9 -1.201 -0.098 0.965
C10 -1.427 1.060 1.579
C11 -0.746 2.276 1.076
O3 -1.202 3.384 1.265
H1 5.836 -0.029 2.081
H2 6.859 0.385 0.690
H3 5.238 -0.310 0.419
H4 3.520 0.910 1.643
H5 3.528 1.699 0.045
H6 4.255 3.835 1.393
H7 3.740 2.949 2.816
H8 1.493 3.165 2.390
H9 2.119 4.663 1.752
H10 0.751 4.167 0.016
H11 2.127 3.223 -0.591
H12 1.606 0.748 -0.939
H13 -1.706 -1.017 1.249
H14 -2.133 1.181 2.395
C12 2.945 -4.115 0.852
Cl1 2.423 -2.555 1.492
Cl2 4.688 -4.170 0.615
Cl3 2.408 -5.436 1.896
H15 2.476 -4.258 -0.111
C13 -3.255 5.653 1.082
Cl4 -4.670 5.282 2.063
Cl5 -3.736 6.491 -0.406
Cl6 -2.084 6.609 1.977
H16 -2.779 4.721 0.807
C14 2.279 2.100 6.257
Cl7 3.985 2.392 5.924
Cl8 1.261 2.939 5.083
Cl9 1.922 0.376 6.268
H17 2.055 2.500 7.238
C15 -1.918 -3.037 4.121
Cl10 -2.575 -1.720 5.093
Cl11 -3.098 -3.613 2.947
Cl12 -0.428 -2.547 3.310
H18 -1.663 -3.854 4.782
C16 2.447 -5.073 -3.244
Cl13 2.880 -3.405 -2.869
Cl14 3.878 -6.039 -3.595
Cl15 1.510 -5.793 -1.930
H19 1.816 -5.063 -4.122
C17 -3.844 -4.312 -1.270
Cl16 -5.165 -3.796 -2.318
Cl17 -3.023 -2.927 -0.558
Cl18 -4.428 -5.422 -0.025
H20 -3.126 -4.847 -1.878
C18 1.937 -5.340 5.826
Cl19 0.180 -5.180 5.970
Cl20 2.740 -3.876 6.382
Cl21 2.508 -6.758 6.700
H21 2.168 -5.469 4.777
C19 9.835 1.955 1.274
Cl22 11.510 2.471 1.078
Cl23 8.789 2.714 0.078
Cl24 9.706 0.196 1.197
H22 9.502 2.268 2.255
C20 -6.565 5.830 -2.636
Cl25 -8.323 5.987 -2.688
Cl26 -6.087 4.140 -2.522
Cl27 -5.822 6.608 -4.032
H23 -6.214 6.335 -1.745
C21 0.045 -9.739 -1.274
Cl28 -0.338 -8.301 -0.325
Cl29 -1.198 -10.039 -2.488
Cl30 1.636 -9.596 -2.019
H24 0.066 -10.585 -0.600
C22 -0.784 -2.336 -5.349
Cl31 -1.455 -2.789 -3.787
Cl32 -0.224 -0.666 -5.334
Cl33 0.522 -3.437 -5.801
H25 -1.559 -2.424 -6.100
C23 -1.023 8.743 -1.473
Cl34 0.479 8.564 -2.382
Cl35 -0.731 9.489 0.095
Cl36 -2.218 9.653 -2.398
H26 -1.427 7.755 -1.297
C24 -12.021 6.568 -1.076
Cl37 -13.539 7.119 -1.785
Cl38 -11.229 7.869 -0.189
Cl39 -12.280 5.164 -0.042
H27 -11.366 6.269 -1.884
C25 -1.220 -6.819 -8.428
Cl40 -1.829 -5.256 -7.882
Cl41 0.535 -6.777 -8.601
Cl42 -1.714 -8.104 -7.327
H28 -1.648 -7.024 -9.399

=====

Density functional theory data (the ωB97M-V functional and the def2-TZVPD basis) for the ion C5H13N with charge -1.

Values from the calculation:
LUMO energy (alpha / beta), eV: 4.28 / 4.32
<S²>: 0.7504
2S+1: 2
Energy above the lowest of the compared OMol25 structures with the same formula, charge and spin, kcal/mol: 17.0
HOMO level (alpha / beta), eV: 1.569 / -4.518
Net charge: -1
Orbital gap (alpha / beta), eV: 2.71 / 8.84

CARTESIAN COORDINATES (ANGSTROEM)
C1 -0.041 1.403 -0.023
N1 0.117 -0.012 -0.046
C2 0.281 -0.565 1.275
C3 0.815 -2.000 1.214
C4 -0.823 -0.754 -0.879
C5 -0.035 2.106 -1.375
H1 0.772 1.804 0.592
H2 -0.962 1.731 0.490
H3 -0.637 -0.540 1.880
H4 1.081 0.007 1.749
H5 1.526 -2.179 2.029
H6 0.042 -2.777 1.226
H7 1.373 -2.132 0.278
H8 -1.625 -0.146 -1.274
H9 -1.378 -1.525 -0.323
H10 -0.293 -1.303 -1.675
H11 0.813 1.882 -2.025
H12 -0.931 1.820 -1.938
H13 -0.094 3.179 -1.175

=====

Density functional theory data (the ωB97M-V functional and the def2-TZVPD basis) for a structure of composition C27H31F5GeN3OV in a non-equilibrium geometry.

Values from the calculation:
LUMO energy (alpha / beta), eV: -5.30 / -4.96
<S²>: 0.7714
2S+1: 2
Energy above the lowest of the compared OMol25 structures with the same formula, charge and spin, kcal/mol: 32.9
HOMO level (alpha / beta), eV: -12.590 / -12.586
Net charge: +1
Orbital gap (alpha / beta), eV: 7.29 / 7.63

CARTESIAN COORDINATES (ANGSTROEM)
V1 -0.029 1.588 1.025
O1 -1.504 0.940 0.795
N1 -2.849 0.871 0.608
C1 -3.426 0.176 1.503
C2 -2.669 -0.467 2.559
N2 -1.963 -0.932 3.336
C3 -4.858 0.052 1.437
N3 -6.002 -0.035 1.395
C4 1.988 2.581 1.419
C5 2.317 1.494 0.310
C6 3.213 2.239 -0.688
C7 1.048 1.000 -0.463
C8 3.010 0.336 1.027
C9 4.299 -0.074 0.720
C10 4.875 -1.146 1.395
C11 4.174 -1.814 2.388
C12 2.888 -1.404 2.715
C13 2.325 -0.337 2.034
H1 1.714 3.542 0.993
H2 2.871 2.724 2.033
H3 1.218 2.291 2.188
H4 2.668 3.078 -1.120
H5 3.508 1.571 -1.496
H6 4.110 2.626 -0.199
H7 0.885 1.581 -1.375
H8 4.868 0.426 -0.051
H9 5.878 -1.460 1.136
H10 4.625 -2.649 2.909
H11 2.331 -1.907 3.495
H12 1.308 -0.052 2.317
C14 -2.391 -2.136 -4.461
C15 -2.344 -0.725 -3.881
C16 -1.584 -0.644 -2.557
C17 -0.081 -0.921 -2.698
Ge1 0.859 -0.918 -1.003
C18 -0.165 -1.961 0.292
C19 -0.074 -3.457 -0.032
C20 -0.853 -4.320 0.956
C21 -0.809 -5.803 0.603
H13 -3.065 -2.183 -5.316
H14 -2.752 -2.851 -3.715
H15 -1.411 -2.472 -4.803
H16 -3.364 -0.367 -3.722
H17 -1.879 -0.045 -4.602
H18 -2.026 -1.368 -1.862
H19 -1.732 0.350 -2.121
H20 0.374 -0.195 -3.378
H21 0.097 -1.908 -3.131
H22 2.285 -1.478 -1.147
H23 -1.208 -1.636 0.232
H24 0.174 -1.783 1.318
H25 0.976 -3.769 -0.028
H26 -0.454 -3.645 -1.044
H27 -1.893 -3.978 0.985
H28 -0.442 -4.166 1.959
H29 -1.233 -5.981 -0.388
H30 -1.373 -6.400 1.320
H31 0.219 -6.172 0.597
F1 -0.032 3.864 -1.519
C22 -0.716 4.246 -0.429
C23 -0.796 3.427 0.682
C24 -1.510 3.908 1.762
F2 -1.606 3.103 2.852
C25 -2.111 5.145 1.786
F3 -2.782 5.576 2.845
C26 -2.006 5.939 0.656
F4 -2.573 7.132 0.637
C27 -1.312 5.490 -0.457
F5 -1.229 6.261 -1.532

=====

Density functional theory data (the ωB97M-V functional and the def2-TZVPD basis) for a cluster of 2 separate species, C4H6INO in total in a non-equilibrium geometry.

Values from the calculation:
LUMO energy, eV: 0.66
2S+1: 1
Energy above the lowest of the compared OMol25 structures with the same formula, charge and spin, kcal/mol: 118.0
SMILES string: C#[N+][O-].C=C(C)I
HOMO level, eV: -8.763
Orbital gap, eV: 9.42

CARTESIAN COORDINATES (ANGSTROEM)
C1 1.157 0.512 2.085
N1 1.211 1.190 1.160
O1 1.083 1.615 0.069
H1 1.549 0.170 3.068
C2 -1.294 -0.323 0.521
C3 -0.833 -0.130 -0.725
C4 0.336 -0.754 -1.366
I1 -2.199 0.799 -2.075
H2 -0.509 -0.584 1.305
H3 -2.318 -0.023 0.798
H4 0.921 0.122 -1.779
H5 0.018 -1.106 -2.379
H6 0.879 -1.489 -0.683

=====

Density functional theory data (the ωB97M-V functional and the def2-TZVPD basis) for the ion C3H6ClN2O with charge +1.

Values from the calculation:
LUMO energy, eV: -3.80
2S+1: 1
Energy above the lowest of the compared OMol25 structures with the same formula, charge and spin, kcal/mol: 70.9
SMILES string: [NH2+]=CNO/C=C\Cl
HOMO level, eV: -13.464
Net charge: +1
Orbital gap, eV: 9.66

CARTESIAN COORDINATES (ANGSTROEM)
N1 -2.112 1.252 0.020
C1 -1.374 0.214 -0.258
N2 -0.548 -0.353 0.573
O1 0.150 -1.477 0.205
C2 1.481 -1.318 -0.122
C3 2.212 -0.220 -0.214
Cl1 1.683 1.400 0.074
H1 -2.730 1.642 -0.679
H2 -2.089 1.706 0.925
H3 -1.435 -0.231 -1.249
H4 -0.386 -0.028 1.529
H5 1.898 -2.295 -0.313
H6 3.250 -0.291 -0.491

=====

Density functional theory data (the ωB97M-V functional and the def2-TZVPD basis) for a cluster of 3 separate species, C33H34BClF9NO7 in total in a non-equilibrium geometry.

Values from the calculation:
LUMO energy, eV: -1.79
2S+1: 1
SMILES string: C[C@@H](Cl)Cc1c(CCC(F)(F)C(F)(F)C(F)(F)C(F)(F)F)cc2c(c1B(O)N(C)C)C(=O)c1ccccc1C2=O.O=C1CCCO1.O=C1CCCO1
HOMO level, eV: -8.829
Orbital gap, eV: 7.04

CARTESIAN COORDINATES (ANGSTROEM)
C1 -1.822 -0.356 -4.326
C2 -0.166 -0.455 -4.126
Cl1 0.541 0.434 -5.637
C3 0.333 0.291 -2.715
C4 0.249 -0.750 -1.416
C5 -0.943 -0.592 -0.267
C6 -2.025 0.653 -0.400
C7 -1.330 2.126 -0.024
C8 -0.446 2.069 1.378
F1 0.945 1.524 1.150
F2 -1.240 1.260 2.335
C9 -0.229 3.548 2.071
F3 0.954 4.162 1.361
F4 -1.367 4.492 1.823
C10 0.048 3.513 3.687
F5 0.446 4.920 4.068
F6 -1.195 3.244 4.503
C11 1.289 2.552 4.161
F7 2.525 2.678 3.355
F8 1.659 3.005 5.554
F9 0.962 1.113 4.279
C12 -1.106 -1.616 1.010
C13 0.002 -2.815 1.157
C14 1.257 -3.029 0.082
C15 1.339 -1.999 -1.191
B1 2.545 -2.121 -2.302
O1 2.383 -3.026 -3.469
N1 3.813 -1.282 -2.181
C16 3.709 -0.285 -1.015
C17 3.947 -0.400 -3.428
C18 2.296 -4.252 0.422
O2 2.973 -4.993 -0.459
C19 2.512 -4.587 2.046
C20 3.930 -5.100 2.703
C21 4.062 -5.364 4.348
C22 2.783 -5.122 5.397
C23 1.366 -4.617 4.744
C24 1.257 -4.368 3.127
C25 -0.169 -3.829 2.469
O3 -1.376 -4.140 2.963
H1 -2.121 0.663 -4.868
H2 -2.393 -0.462 -3.286
H3 -2.202 -1.285 -4.971
H4 0.151 -1.583 -4.167
H5 -0.401 1.219 -2.596
H6 1.429 0.703 -2.856
H7 -2.987 0.485 0.276
H8 -2.440 0.795 -1.506
H9 -2.248 2.878 0.041
H10 -0.620 2.525 -0.864
H11 -1.977 -1.504 1.790
H12 3.204 -3.611 -3.531
H13 4.647 0.450 -1.054
H14 3.662 -0.913 -0.023
H15 2.764 0.422 -1.105
H16 3.987 0.737 -3.119
H17 4.927 -0.633 -4.030
H18 3.044 -0.511 -4.174
H19 4.898 -5.264 2.053
H20 5.068 -5.713 4.869
H21 2.893 -5.290 6.569
H22 0.456 -4.420 5.483
O4 -5.661 -1.619 -1.351
C26 -5.564 -2.235 -0.303
C27 -4.756 -3.482 -0.099
C28 -5.302 -4.002 1.206
C29 -5.735 -2.743 1.909
O5 -6.149 -1.855 0.871
H23 -3.699 -3.214 -0.020
H24 -4.916 -4.192 -0.913
H25 -4.579 -4.589 1.780
H26 -6.175 -4.638 1.012
H27 -4.916 -2.273 2.464
H28 -6.570 -2.923 2.593
O6 0.853 4.234 -2.257
C30 0.529 5.410 -2.296
C31 1.113 6.501 -1.451
C32 0.106 7.609 -1.623
C33 -0.446 7.342 -2.999
O7 -0.399 5.925 -3.155
H29 2.094 6.776 -1.850
H30 1.194 6.191 -0.406
H31 0.534 8.610 -1.518
H32 -0.690 7.501 -0.877
H33 0.161 7.801 -3.787
H34 -1.478 7.690 -3.099

=====

Density functional theory data (the ωB97M-V functional and the def2-TZVPD basis) for the molecule CH5O2PS3 in a non-equilibrium geometry.

Values from the calculation:
LUMO energy, eV: 0.45
2S+1: 1
Energy above the lowest of the compared OMol25 structures with the same formula, charge and spin, kcal/mol: 0.0
SMILES string: O[P@](=S)(S)OCS
HOMO level, eV: -9.569
Orbital gap, eV: 10.02

CARTESIAN COORDINATES (ANGSTROEM)
O1 0.584 -0.878 -2.535
P1 0.566 -0.905 -0.969
S1 2.293 -0.450 -0.356
S2 -0.289 -2.768 -0.483
O2 -0.708 0.128 -0.876
C1 -0.903 0.979 0.263
S3 -0.723 0.075 1.833
H1 1.349 -0.413 -2.678
H2 0.962 -3.215 -0.420
H3 -1.749 1.551 0.182
H4 -0.082 1.648 0.241
H5 0.558 0.104 1.586

=====

Density functional theory data (the ωB97M-V functional and the def2-TZVPD basis) for the molecule C5H7NO.

Values from the calculation:
LUMO energy, eV: 0.88
2S+1: 1
Energy above the lowest of the compared OMol25 structures with the same formula, charge and spin, kcal/mol: 64.2
SMILES string: C[C@]1(C=O)C=C1N
HOMO level, eV: -8.722
Orbital gap, eV: 9.60

CARTESIAN COORDINATES (ANGSTROEM)
C1 1.650 -0.583 -0.317
C2 0.379 0.199 0.011
C3 0.100 1.348 -0.914
O1 -0.989 1.871 -1.014
C4 -0.111 0.231 1.443
C5 -0.895 -0.354 0.597
N1 -2.041 -0.981 0.185
H1 2.495 -0.152 0.236
H2 1.909 -0.548 -1.382
H3 1.567 -1.633 -0.021
H4 0.931 1.650 -1.589
H5 0.180 0.533 2.434
H6 -2.455 -0.477 -0.594
H7 -2.721 -1.103 0.925

=====

Density functional theory data (the ωB97M-V functional and the def2-TZVPD basis) for a cluster of 4 separate species, C2H12N2O4 in total in a non-equilibrium geometry.

Values from the calculation:
LUMO energy, eV: 0.47
2S+1: 1
Energy above the lowest of the compared OMol25 structures with the same formula, charge and spin, kcal/mol: 51.1
SMILES string: NCC(N)=O.O.O.O
HOMO level, eV: -9.226
Orbital gap, eV: 9.70

CARTESIAN COORDINATES (ANGSTROEM)
N1 1.442 0.297 0.114
C1 0.338 -0.613 0.212
C2 -0.835 0.340 0.233
N2 -0.984 1.017 1.437
O1 -1.690 0.548 -0.593
H1 2.262 -0.130 0.234
H2 1.393 0.798 -0.752
H3 0.451 -1.349 -0.736
H4 0.158 -1.177 1.148
H5 -0.227 0.986 2.084
H6 -1.746 1.575 1.645
O2 -2.207 -2.430 -1.851
H7 -1.810 -1.566 -1.608
H8 -2.242 -2.722 -2.702
O3 0.768 1.702 -2.783
H9 -0.154 1.905 -2.470
H10 0.691 1.363 -3.730
O4 1.083 -0.142 3.243
H11 1.522 0.085 4.107
H12 1.787 -0.485 2.767

=====

The following calculated total energy values (in hartree) correspond, in order, to the records above: -325.819723, -500.749286, -20523.078977, -252.974379, -4806.732434, -583.531464, -762.522477, -3242.349808, -1727.547890, -324.622158, -493.844804.